Record 1
145
Properties=species:S:1:pos:R:3:lowdin_charge:R:1 method="wB97M-V/def2-TZVPD" de_lowest_kcal_mol=0.0 gap_ev=6.30 lumo_ev=0.238 homo_ev=-6.06 energy_ev=-126664.1749
Ca -1.601 -0.745 0.495 1.292
C -5.621 0.754 -1.213 0.030
C -4.660 0.216 -0.193 -0.504
O -3.436 0.315 -0.380 -0.170
N -5.165 -0.353 0.897 0.114
C -4.355 -1.044 1.904 -0.125
C -4.016 -2.467 1.503 -0.374
C -4.881 -3.447 1.907 -0.093
C -4.741 -4.738 1.275 -0.123
C -3.671 -5.011 0.525 -0.068
C -2.531 -4.012 0.468 -0.358
N -2.946 -2.619 0.703 -0.082
H -5.319 1.766 -1.477 0.082
H -6.652 0.756 -0.867 0.083
H -5.545 0.139 -2.111 0.097
H -6.159 -0.507 0.928 0.149
H -4.937 -1.062 2.823 0.121
H -3.470 -0.439 2.128 0.087
H -5.706 -3.222 2.568 0.082
H -5.531 -5.474 1.376 0.095
H -3.549 -5.954 0.009 0.097
H -1.773 -4.300 1.220 0.121
C 0.334 4.697 5.689 -0.069
C 0.368 3.193 5.385 -0.370
C 1.577 2.587 6.091 -0.080
C 0.337 2.975 3.880 -0.168
C -0.705 3.521 3.136 0.014
C -0.678 3.573 1.751 -0.143
C -1.807 4.281 1.030 -0.371
C -3.120 3.518 1.216 -0.056
C -1.963 5.736 1.476 -0.054
C 0.396 2.995 1.059 -0.091
C 1.371 2.299 1.786 -0.125
C 1.336 2.320 3.179 0.021
C 2.532 1.606 1.104 -0.360
C 3.813 2.439 1.191 -0.038
C 2.754 0.196 1.652 -0.063
C 0.766 3.474 -0.327 -0.176
C 1.359 4.744 -0.291 -0.029
C 1.975 5.308 -1.391 -0.064
C 2.040 4.587 -2.574 -0.069
C 1.415 3.356 -2.641 -0.108
C 0.739 2.788 -1.554 -0.299
P -0.292 1.284 -1.828 1.178
C -1.632 1.947 -2.991 -0.664
C -2.467 0.754 -3.479 -0.097
C -2.519 2.866 -2.143 -0.106
C -1.203 2.777 -4.206 -0.085
C 0.785 0.070 -2.805 -0.664
C 0.158 -1.312 -2.597 -0.127
C 0.973 0.262 -4.313 -0.076
C 2.168 0.033 -2.148 -0.094
H 0.324 4.868 6.767 0.077
H -0.541 5.185 5.262 0.066
H 1.221 5.181 5.276 0.088
H -0.543 2.748 5.800 0.142
H 2.500 3.053 5.736 0.086
H 1.665 1.511 5.952 0.052
H 1.507 2.777 7.163 0.081
H -1.534 3.985 3.660 0.117
H -1.560 4.292 -0.032 0.096
H -3.419 3.523 2.266 0.083
H -3.021 2.475 0.908 0.056
H -3.924 3.977 0.635 0.085
H -2.301 5.801 2.512 0.075
H -2.702 6.249 0.856 0.080
H -1.019 6.278 1.397 0.077
H 2.135 1.832 3.722 0.108
H 2.279 1.506 0.052 0.087
H 4.102 2.589 2.234 0.082
H 3.681 3.420 0.732 0.073
H 4.636 1.931 0.681 0.078
H 3.182 0.222 2.658 0.075
H 3.456 -0.343 1.009 0.064
H 1.821 -0.371 1.702 0.071
H 1.364 5.271 0.655 0.128
H 2.429 6.288 -1.315 0.107
H 2.552 4.984 -3.440 0.106
H 1.434 2.826 -3.580 0.079
H -2.756 0.093 -2.662 0.056
H -1.943 0.168 -4.235 0.065
H -3.384 1.133 -3.940 0.088
H -2.852 2.384 -1.226 0.035
H -3.399 3.146 -2.730 0.092
H -1.987 3.786 -1.894 0.074
H -0.537 2.252 -4.886 0.060
H -0.731 3.712 -3.909 0.073
H -2.106 3.035 -4.769 0.091
H -0.848 -1.399 -3.008 0.072
H 0.143 -1.601 -1.543 0.022
H 0.778 -2.069 -3.085 0.078
H 0.032 0.265 -4.860 0.064
H 1.556 -0.585 -4.686 0.063
H 1.529 1.161 -4.571 0.071
H 2.109 -0.285 -1.105 0.062
H 2.681 0.995 -2.197 0.078
H 2.783 -0.705 -2.670 0.077
C 3.882 -2.961 2.470 -0.052
N 4.157 -2.982 1.053 -0.166
C 5.457 -2.597 0.530 -0.119
C 5.293 -2.823 -0.979 -0.132
N 3.842 -2.847 -1.112 0.015
C 3.229 -3.081 0.083 -0.840
S 1.612 -3.434 0.273 0.685
H 4.452 -3.740 2.978 0.094
H 2.819 -3.134 2.618 0.049
H 4.151 -1.990 2.892 0.081
H 6.246 -3.212 0.963 0.124
H 5.669 -1.548 0.768 0.119
H 5.743 -3.767 -1.295 0.118
H 5.731 -2.014 -1.563 0.114
H 3.383 -3.199 -1.935 0.116
C 3.030 -2.703 -5.900 -0.060
C 3.301 -3.984 -6.649 -0.728
O 4.354 -4.243 -7.158 0.021
S 1.916 -5.125 -6.890 1.010
C 0.964 -4.870 -5.412 -0.566
C 1.479 -5.256 -4.177 -0.101
C 0.748 -5.049 -3.021 -0.035
C -0.527 -4.479 -3.084 -0.251
C -1.052 -4.128 -4.327 -0.032
C -0.308 -4.313 -5.482 -0.091
C -1.261 -4.251 -1.875 0.005
C -1.826 -4.118 -0.822 0.031
H 3.960 -2.147 -5.807 0.088
H 2.605 -2.905 -4.918 0.053
H 2.296 -2.118 -6.457 0.089
H 2.456 -5.722 -4.128 0.114
H 1.150 -5.321 -2.054 0.091
H -2.042 -3.694 -4.379 0.121
H -0.710 -4.020 -6.443 0.105
C 0.665 -0.884 4.871 -0.158
Si -0.820 -1.412 3.856 0.210
C -0.776 -3.283 3.704 -0.165
C -2.363 -0.975 4.850 -0.168
O -0.808 -0.674 2.422 -0.592
H 0.626 -1.267 5.894 0.035
H 0.687 0.206 4.906 -0.012
H 1.600 -1.223 4.413 0.019
H -0.551 -3.751 4.668 0.029
H -0.009 -3.598 2.990 -0.003
H -1.739 -3.673 3.364 0.016
H -2.227 -1.211 5.909 0.026
H -3.229 -1.545 4.502 0.011
H -2.595 0.092 4.773 0.023

---

Record 2
155
Properties=species:S:1:pos:R:3:lowdin_charge:R:1 method="wB97M-V/def2-TZVPD" de_lowest_kcal_mol=4.4 gap_ev=4.80 lumo_ev=-1.422 homo_ev=-6.23 energy_ev=-93600.3213
Hf -0.433 0.096 0.215 2.117
C 0.382 1.749 -4.094 -0.034
C 1.024 2.980 -3.317 -0.445
C 0.715 4.213 -4.215 -0.121
C 0.941 5.543 -3.428 -0.157
C 0.035 5.606 -2.158 -0.171
C 0.361 4.496 -1.211 -0.473
N 0.444 3.169 -1.944 -0.089
O 0.381 1.979 -1.131 -0.344
C -0.760 4.568 -0.149 -0.024
C 1.709 4.934 -0.556 -0.023
C 2.534 2.710 -3.242 -0.036
H -0.641 1.862 -4.451 0.053
H 0.412 0.827 -3.514 0.034
H 0.865 1.458 -5.027 0.083
H -0.322 4.182 -4.548 0.093
H 1.386 4.354 -5.062 0.115
H 0.513 6.314 -4.068 0.099
H 1.980 5.780 -3.201 0.097
H -1.032 5.633 -2.379 0.107
H 0.238 6.561 -1.672 0.118
H -1.736 4.186 -0.449 0.056
H -0.919 5.571 0.248 0.090
H -0.467 3.884 0.647 0.065
H 2.362 5.472 -1.244 0.065
H 2.231 4.103 -0.082 0.054
H 1.578 5.663 0.244 0.081
H 3.031 3.520 -2.707 0.072
H 3.126 2.626 -4.153 0.078
H 2.799 1.832 -2.652 0.063
C 3.106 -2.214 3.054 -0.042
C 3.229 -0.698 3.232 -0.483
C 4.679 -0.534 3.646 -0.145
C 5.243 0.921 3.683 -0.193
C 5.077 1.508 2.326 -0.170
C 3.572 1.460 1.915 -0.459
N 3.000 0.089 2.005 -0.106
O 1.696 -0.038 1.430 -0.340
C 3.737 1.876 0.415 -0.057
C 2.777 2.603 2.577 -0.024
C 2.277 -0.185 4.375 -0.025
H 3.950 -2.582 2.470 0.075
H 2.231 -2.384 2.427 0.052
H 3.012 -2.750 3.999 0.085
H 5.314 -0.940 2.859 0.104
H 4.972 -1.015 4.580 0.125
H 6.307 0.955 3.918 0.107
H 4.720 1.471 4.466 0.101
H 5.690 0.969 1.603 0.114
H 5.396 2.549 2.379 0.118
H 4.280 1.100 -0.126 0.065
H 4.282 2.813 0.298 0.085
H 2.745 1.923 -0.035 0.044
H 3.271 3.569 2.679 0.087
H 2.596 2.278 3.601 0.054
H 1.767 2.699 2.177 0.070
H 1.278 0.182 4.140 0.064
H 2.761 0.599 4.959 0.062
H 1.954 -0.944 5.087 0.069
C 1.429 -4.208 -0.769 -0.051
C 0.509 -4.566 0.405 -0.446
C 1.539 -5.277 1.311 -0.147
C 0.981 -5.715 2.684 -0.178
C 0.351 -4.508 3.411 -0.100
C -0.592 -3.584 2.406 -0.444
N 0.066 -3.333 1.123 -0.127
O -0.685 -2.416 0.275 -0.321
C -0.703 -2.297 3.128 -0.079
C -2.024 -4.273 2.193 -0.016
C -0.603 -5.584 -0.128 -0.017
H 1.049 -3.459 -1.464 0.044
H 1.639 -5.047 -1.432 0.086
H 2.376 -3.758 -0.469 0.070
H 2.392 -4.633 1.522 0.101
H 1.928 -6.171 0.825 0.118
H 1.700 -6.315 3.242 0.105
H 0.140 -6.404 2.607 0.087
H 1.021 -3.946 4.062 0.086
H -0.253 -5.015 4.163 0.101
H -1.481 -1.622 2.773 0.035
H 0.205 -1.699 3.045 0.061
H -0.943 -2.456 4.179 0.097
H -2.464 -3.949 1.250 0.062
H -2.717 -4.029 2.998 0.064
H -1.972 -5.356 2.309 0.060
H -1.453 -4.977 -0.438 0.064
H -0.931 -6.386 0.534 0.065
H -0.188 -6.092 -0.998 0.060
C -2.813 1.009 3.902 -0.048
C -1.923 2.052 3.146 -0.502
C -1.009 2.911 4.069 -0.060
O -1.269 1.468 2.014 -0.378
H -3.704 0.862 3.291 0.048
H -3.194 1.227 4.899 0.072
H -2.308 0.047 3.991 0.052
H -2.606 2.795 2.735 0.109
H -0.241 2.395 4.644 0.063
H -1.530 3.545 4.787 0.066
H -0.519 3.663 3.451 0.059
C -2.124 -4.593 -5.106 -0.051
C -1.444 -4.456 -3.889 -0.044
C -1.337 -3.245 -3.273 -0.014
C -1.995 -2.107 -3.720 -0.101
C -2.776 -2.273 -4.889 0.017
C -2.744 -3.473 -5.563 -0.093
N -1.972 -0.807 -3.024 -0.213
O -1.383 -0.685 -1.906 -0.103
O -2.535 0.164 -3.541 0.096
H -2.046 -5.432 -5.782 0.113
H -0.933 -5.248 -3.361 0.104
H -0.850 -3.142 -2.314 0.093
H -3.442 -1.468 -5.161 0.116
H -3.201 -3.625 -6.530 0.110
C -4.514 4.907 -3.675 -0.093
C -3.385 4.168 -3.876 -0.062
C -2.931 3.371 -2.826 0.003
C -3.793 3.157 -1.738 -0.096
C -5.008 3.846 -1.620 0.002
C -5.353 4.742 -2.608 -0.071
N -3.449 2.127 -0.680 -0.263
O -4.236 1.942 0.226 0.089
O -2.378 1.525 -0.671 -0.068
H -4.783 5.486 -4.545 0.110
H -2.869 4.060 -4.819 0.113
H -2.061 2.797 -3.108 0.090
H -5.606 3.818 -0.721 0.119
H -6.274 5.299 -2.696 0.112
C 6.085 -1.775 -2.266 -0.084
C 5.352 -1.867 -1.077 -0.029
C 3.989 -1.605 -1.109 -0.011
C 3.391 -1.347 -2.308 -0.142
C 4.126 -1.337 -3.465 0.003
C 5.492 -1.555 -3.439 -0.080
N 1.926 -1.169 -2.383 -0.244
O 1.373 -0.884 -1.297 -0.072
O 1.276 -1.413 -3.398 0.085
H 7.149 -1.948 -2.194 0.111
H 5.895 -2.113 -0.176 0.111
H 3.481 -1.634 -0.156 0.111
H 3.630 -1.205 -4.416 0.123
H 6.042 -1.457 -4.364 0.115
C -7.239 -1.090 3.150 -0.050
C -5.956 -1.271 3.655 -0.056
C -4.879 -1.387 2.768 0.011
C -5.086 -1.187 1.373 -0.133
C -6.362 -0.917 0.898 -0.019
C -7.421 -0.775 1.771 -0.054
N -3.965 -1.220 0.465 -0.282
O -2.882 -0.707 0.821 -0.059
O -4.092 -1.635 -0.660 0.114
H -8.126 -1.122 3.766 0.102
H -5.844 -1.495 4.706 0.110
H -3.863 -1.582 3.077 0.097
H -6.574 -0.695 -0.137 0.121
H -8.355 -0.511 1.297 0.104